{"formula": "C8H6O3", "method": "ωB97M-V/def2-TZVPD", "elements": ["C", "C", "C", "C", "C", "C", "C", "C", "O", "O", "O", "H", "H", "H", "H", "H", "H"], "xyz": [[-1.286, 0.764, 1.103], [-0.422, 0.992, -0.002], [0.359, -0.127, -0.110], [-0.908, -0.421, 1.611], [1.304, 0.355, -1.771], [0.673, 1.718, -1.889], [2.164, -0.225, -2.561], [-1.291, -1.534, 2.580], [0.809, 2.482, -2.803], [0.044, -1.047, 0.789], [-0.238, 1.979, -0.915], [-2.102, 1.413, 1.564], [2.515, 0.372, -3.427], [2.647, -1.256, -2.484], [-2.457, -1.631, 2.711], [-0.859, -2.361, 2.063], [-0.952, -1.473, 3.542]], "lumo_ev": 0.015, "homo_lumo_gap_ha": 0.31123}

=====

{"formula": "C8H7AsCl2F6O3V", "method": "ωB97M-V/def2-TZVPD", "elements": ["V", "Cl", "C", "C", "C", "Cl", "C", "O", "C", "C", "O", "C", "H", "H", "H", "C", "O", "H", "H", "H", "H", "F", "As", "F", "F", "F", "F", "F"], "xyz": [[0.503, 0.160, 0.175], [-2.784, 4.993, -3.898], [-2.088, 4.012, -2.708], [-1.866, 4.522, -1.428], [-1.296, 3.740, -0.432], [-1.032, 4.349, 1.126], [-0.932, 2.423, -0.740], [-0.407, 1.633, 0.183], [-1.155, 1.898, -2.043], [-0.845, 0.533, -2.331], [-0.303, -0.248, -1.507], [-1.743, 2.692, -3.018], [-2.143, 5.545, -1.203], [-1.104, 0.115, -3.306], [-1.932, 2.305, -4.012], [-0.623, -1.097, 2.748], [-0.533, -1.120, 1.268], [-1.517, -1.646, 3.026], [-0.711, -0.054, 3.036], [0.274, -1.551, 3.158], [-0.726, -2.008, 0.929], [2.131, 1.032, -0.613], [3.292, 0.125, 0.551], [3.989, 1.567, 0.991], [4.257, -0.311, -0.728], [1.798, 0.519, 1.652], [2.023, -1.164, 0.069], [3.879, -0.876, 1.740]], "multiplicity": 2, "lumo_ev": [-10.208, -10.830], "homo_lumo_gap_ha": [0.22709, 0.19835], "charge": 2, "s_squared": 0.86}

=====

{"formula": "C8H7B", "method": "ωB97M-V/def2-TZVPD", "elements": ["B", "C", "C", "C", "C", "C", "C", "C", "C", "H", "H", "H", "H", "H", "H", "H"], "xyz": [[0.922, -0.715, -0.204], [-0.027, -1.644, 0.421], [2.232, 0.078, -0.489], [-1.383, -1.553, 0.681], [2.011, 1.374, -0.371], [-2.151, -0.465, 0.271], [-1.603, 0.658, -0.393], [0.679, 1.780, -0.007], [-0.321, 0.965, -0.397], [0.356, -2.700, 0.732], [3.101, -0.478, -0.747], [-1.886, -2.322, 1.064], [2.913, 2.001, -0.570], [-3.181, -0.678, 0.466], [-2.319, 1.064, -0.982], [0.656, 2.634, 0.527]], "lumo_ev": -0.441, "homo_lumo_gap_ha": 0.25615}

=====

{"formula": "C8H7BrClN3OS", "method": "ωB97M-V/def2-TZVPD", "elements": ["C", "C", "C", "C", "C", "C", "C", "C", "N", "N", "N", "O", "S", "Cl", "Br", "H", "H", "H", "H", "H", "H", "H"], "xyz": [[-1.188, 2.578, -0.725], [1.449, -1.544, 0.541], [2.772, -1.295, 0.816], [1.549, 0.193, -1.125], [0.853, -0.796, -0.481], [3.434, -0.298, 0.128], [-3.344, 0.505, 0.596], [-0.544, -0.861, -0.912], [-1.280, 3.071, -1.732], [2.838, 0.376, -0.850], [-1.031, 2.040, 0.404], [-1.081, 0.123, 1.925], [-1.507, 0.579, 0.663], [5.084, 0.115, 0.433], [-1.688, -2.350, -0.569], [0.863, -2.292, 0.968], [3.204, -1.978, 1.512], [1.191, 0.944, -1.985], [-3.570, 0.752, 1.636], [-3.795, 1.118, -0.113], [-3.697, -0.619, 0.720], [-0.511, -0.361, -1.852]], "lumo_ev": [-1.367, -1.366], "homo_lumo_gap_ha": [0.28249, 0.28253]}

=====

{"formula": "C8H7CeCl2EuN3O4", "method": "ωB97M-V/def2-TZVPD", "elements": ["Ce", "Eu", "Cl", "Cl", "C", "C", "C", "O", "O", "O", "C", "N", "C", "C", "C", "N", "C", "O", "N", "H", "H", "H", "H", "H", "H", "H"], "xyz": [[5.187, 1.421, -5.206], [0.402, 1.486, 0.682], [5.054, -0.909, -4.537], [-1.011, 3.135, -0.477], [0.154, 2.656, 2.452], [6.744, 1.049, -6.402], [5.412, 3.291, -5.745], [0.035, 3.305, 3.403], [7.680, 0.793, -7.095], [5.511, 4.435, -6.024], [-4.163, -0.669, 3.379], [-3.027, -0.969, 2.478], [-2.814, -2.221, 1.990], [-1.778, -2.507, 1.176], [-0.849, -1.501, 0.794], [-1.049, -0.277, 1.270], [-2.134, 0.049, 2.113], [-2.276, 1.226, 2.523], [0.195, -1.745, -0.006], [-4.075, -1.295, 4.273], [-5.097, -0.915, 2.861], [-4.193, 0.370, 3.682], [-3.532, -2.993, 2.295], [-1.629, -3.515, 0.799], [0.378, -2.676, -0.389], [0.872, -1.025, -0.289]], "multiplicity": 8, "lumo_ev": [-16.105, -16.365], "homo_lumo_gap_ha": [0.11480, 0.10536], "charge": 4, "s_squared": 15.79}

=====

{"formula": "C8H7Cl2F3N", "method": "ωB97M-V/def2-TZVPD", "elements": ["C", "C", "C", "C", "C", "C", "C", "C", "N", "F", "F", "F", "Cl", "Cl", "H", "H", "H", "H", "H", "H", "H"], "xyz": [[2.080, -0.335, -0.306], [1.433, -0.974, 0.776], [1.387, 0.645, -1.077], [0.198, -0.621, 1.165], [-0.626, 0.282, 0.358], [0.134, 1.143, -0.624], [-1.486, -0.703, -0.716], [-0.520, -1.375, 2.293], [-0.542, 2.152, -1.441], [-0.067, -2.637, 2.444], [-0.388, -0.847, 3.518], [-1.836, -1.445, 2.062], [-0.643, -2.065, -1.236], [-2.499, 0.080, -1.915], [3.090, -0.699, -0.678], [2.044, -1.566, 1.485], [1.766, 1.123, -1.902], [-1.434, 0.769, 0.967], [-0.533, 3.216, -1.192], [-1.508, 1.824, -1.706], [-0.050, 2.033, -2.276]], "lumo_ev": [-4.684, -5.428], "homo_lumo_gap_ha": [0.27315, 0.25806], "charge": 1}

=====

{"formula": "C8H7ClNO4S", "method": "ωB97M-V/def2-TZVPD", "elements": ["C", "C", "C", "C", "C", "C", "C", "C", "N", "O", "O", "O", "O", "S", "Cl", "H", "H", "H", "H", "H", "H", "H"], "xyz": [[-1.185, -0.706, 2.240], [-0.418, -0.941, 1.059], [-0.786, 0.561, 2.377], [1.882, -0.803, 1.060], [1.299, 0.560, 0.595], [1.371, 0.472, -0.915], [-0.437, -0.090, -1.713], [-1.473, 0.947, -1.871], [-0.077, 0.447, 0.999], [0.846, -1.673, 1.098], [-0.802, 1.573, 3.003], [3.006, -1.117, 1.333], [-0.394, -2.657, -1.160], [-1.102, -1.460, -0.640], [1.591, 2.081, -1.542], [-1.892, -1.332, 2.580], [1.838, 1.302, 1.025], [2.082, -0.055, -1.430], [-0.172, -0.645, -2.517], [-2.375, 0.506, -2.061], [-1.072, 1.581, -2.641], [-1.730, 1.450, -0.879]], "lumo_ev": 3.025, "homo_lumo_gap_ha": 0.26728, "charge": -1}

=====

{"formula": "C8H7CrN2O4S", "method": "ωB97M-V/def2-TZVPD", "elements": ["Cr", "O", "N", "C", "C", "C", "C", "C", "S", "H", "H", "H", "H", "O", "C", "N", "C", "O", "C", "O", "H", "H", "H"], "xyz": [[1.161, -0.608, -0.244], [0.839, 0.610, 1.244], [-0.351, 1.253, 1.403], [-0.446, 2.157, 2.457], [-1.619, 2.838, 2.667], [-2.709, 2.632, 1.815], [-2.562, 1.703, 0.741], [-1.378, 1.013, 0.543], [-1.096, -0.151, -0.711], [0.448, 2.244, 3.052], [-1.675, 3.532, 3.499], [-3.646, 3.154, 1.969], [-3.368, 1.504, 0.048], [3.632, 0.358, -3.757], [2.989, 0.044, -2.783], [2.369, -0.272, -1.830], [0.905, -3.248, -2.286], [1.150, -3.679, -0.961], [1.307, -2.626, -0.045], [1.537, -3.010, 1.096], [0.929, -4.140, -2.918], [1.659, -2.537, -2.626], [-0.075, -2.769, -2.373]], "multiplicity": 2, "lumo_ev": [5.440, 5.441], "homo_lumo_gap_ha": [0.12291, 0.11851], "charge": -2, "s_squared": 0.77}

=====

{"formula": "C8H7INS2", "method": "ωB97M-V/def2-TZVPD", "elements": ["C", "C", "C", "C", "C", "C", "C", "C", "N", "S", "S", "I", "H", "H", "H", "H", "H", "H", "H"], "xyz": [[0.269, -2.282, -0.814], [-1.207, 2.289, -0.483], [0.267, -3.407, -0.035], [-2.450, 1.633, -0.643], [0.317, -0.925, -0.529], [-0.095, 1.493, -0.305], [1.091, -1.867, 1.895], [1.283, 1.970, 0.049], [-0.196, 0.150, -0.350], [0.788, -3.422, 1.651], [-2.613, 0.041, -0.420], [2.053, -0.925, 3.347], [-0.059, -2.251, -1.833], [-1.142, 3.309, -0.462], [0.202, -4.390, -0.313], [-3.391, 2.055, -1.000], [1.986, 1.566, -0.604], [1.171, 3.023, -0.204], [1.728, 1.941, 1.053]], "lumo_ev": -5.530, "homo_lumo_gap_ha": 0.22585, "charge": 1}

=====

{"formula": "C8H7MgN4OSe4", "method": "ωB97M-V/def2-TZVPD", "elements": ["Mg", "Se", "Se", "Se", "Se", "O", "C", "C", "C", "C", "C", "C", "N", "H", "H", "H", "H", "H", "H", "H", "N", "C", "N", "C", "N"], "xyz": [[8.287, 4.661, 10.793], [6.887, 2.539, 10.374], [4.688, 3.336, 10.456], [4.702, 5.561, 10.979], [6.398, 6.403, 9.716], [8.074, 4.965, 12.840], [9.113, 4.644, 13.847], [10.354, 4.219, 13.090], [11.574, 4.121, 13.740], [12.724, 4.211, 13.010], [12.620, 4.019, 11.600], [11.391, 4.108, 11.008], [10.270, 4.323, 11.716], [7.175, 5.164, 13.146], [8.856, 3.815, 14.457], [9.177, 5.492, 14.617], [11.536, 4.048, 14.836], [13.642, 4.301, 13.474], [13.539, 3.994, 11.043], [11.150, 4.040, 9.924], [9.094, 4.492, 4.203], [8.746, 4.276, 5.326], [8.306, 3.909, 6.473], [8.732, 4.274, 7.637], [8.903, 4.463, 8.807]], "lumo_ev": 1.446, "homo_lumo_gap_ha": 0.17477, "charge": -1}

=====

{"formula": "C8H7N2O", "method": "ωB97M-V/def2-TZVPD", "elements": ["C", "C", "C", "C", "C", "O", "C", "C", "H", "H", "H", "H", "H", "H", "N", "C", "N", "H"], "xyz": [[0.422, -1.281, -2.503], [-0.304, -0.079, -2.456], [-0.800, 0.379, -1.233], [-0.572, -0.353, -0.061], [-1.067, 0.155, 1.269], [-1.457, -0.518, 2.200], [0.096, -1.581, -0.118], [0.612, -2.035, -1.334], [0.837, -1.629, -3.450], [-0.478, 0.498, -3.368], [-1.372, 1.305, -1.163], [-1.062, 1.265, 1.359], [0.208, -2.170, 0.793], [1.162, -2.978, -1.370], [0.773, 1.845, 2.117], [0.736, 2.339, 3.304], [0.638, 2.780, 4.409], [1.626, 2.059, 1.604]], "lumo_ev": 3.102, "homo_lumo_gap_ha": 0.22713, "charge": -1}

=====

{"formula": "C8H7N2O2", "method": "ωB97M-V/def2-TZVPD", "elements": ["C", "C", "C", "C", "C", "C", "C", "C", "N", "N", "O", "O", "H", "H", "H", "H", "H", "H", "H"], "xyz": [[-2.680, 0.438, 0.277], [-1.333, 0.086, 0.289], [-0.714, 1.328, 0.003], [2.858, 0.750, 0.129], [-0.716, -1.233, 0.655], [1.232, -1.043, -1.110], [0.816, -1.185, 0.330], [1.530, 0.018, -0.110], [-2.896, 1.777, 0.096], [-1.703, 2.243, -0.188], [3.071, 1.929, -0.022], [3.598, -0.260, 0.287], [-3.596, -0.169, 0.596], [-0.970, -1.352, 1.731], [-0.949, -2.177, 0.120], [2.158, -1.668, -1.487], [0.524, -0.864, -1.952], [1.359, -1.893, 0.860], [-1.591, 3.275, -0.504]], "lumo_ev": [3.250, 3.246], "homo_lumo_gap_ha": [0.27522, 0.27480], "charge": -1}

=====

| no. | E (eV) | strongest force on any atom (eV/A) |
| --- | --- | --- |
| 1 | -14531.245 | 5.57 |
| 2 | -142413.923 | 1.00 |
| 3 | -9081.065 | 5.25 |
| 4 | -108323.129 | 4.86 |
| 5 | -78322.342 | 18.25 |
| 6 | -43086.548 | 4.00 |
| 7 | -41444.464 | 6.18 |
| 8 | -58832.935 | 2.12 |
| 9 | -39657.048 | 4.12 |
| 10 | -283251.722 | 4.83 |
| 11 | -13437.268 | 2.54 |
| 12 | -15480.623 | 3.25 |